(1)
Density functional theory data (the ωB97M-V functional and the def2-TZVPD basis) for C23H36BrIN4O2PS2Sn as an isolated structure.

```
71
Properties=species:S:1:pos:R:3
Sn -0.919 0.085 0.006
C -2.665 1.775 -2.537
C -1.227 1.510 -2.955
N -0.715 0.209 -2.405
C -1.267 -0.975 -3.075
C -2.376 -1.640 -2.262
C -3.119 -2.660 -2.792
C -4.080 -3.277 -1.999
C -4.383 -2.706 -0.734
C -3.650 -1.681 -0.276
C -3.899 -1.127 1.125
N -3.334 0.224 1.285
C -4.269 1.286 0.864
C -4.218 1.493 -0.652
N -2.828 1.865 -1.071
N -2.651 -1.148 -1.045
H -3.259 0.934 -2.851
H -3.042 2.623 -3.101
H -0.564 2.302 -2.541
H -1.142 1.460 -4.046
H 0.310 0.131 -2.408
H -0.500 -1.752 -3.182
H -1.663 -0.771 -4.047
H -2.857 -3.039 -3.794
H -4.611 -4.202 -2.251
H -5.146 -3.130 -0.094
H -3.472 -1.815 1.849
H -4.961 -1.122 1.325
H -3.101 0.436 2.243
H -3.929 2.213 1.331
H -5.299 1.105 1.152
H -4.942 2.267 -0.960
H -4.499 0.595 -1.160
H -2.605 2.796 -0.703
C 3.118 -0.037 3.276
C 2.089 -0.886 2.559
C 1.546 -1.954 3.486
O 2.733 -1.600 1.453
P 2.045 -1.648 0.037
S 2.081 0.039 -0.931
S 0.145 -2.374 0.178
O 2.918 -2.718 -0.682
C 3.228 -4.022 -0.071
C 3.042 -5.007 -1.232
C 4.647 -3.954 0.408
H 2.710 0.346 4.209
H 3.517 0.737 2.630
H 3.973 -0.707 3.486
H 1.233 -0.282 2.145
H 2.350 -2.596 3.814
H 0.772 -2.533 2.983
H 1.104 -1.469 4.349
H 2.499 -4.241 0.720
H 3.677 -4.773 -2.094
H 2.011 -5.005 -1.583
H 3.283 -6.001 -0.857
H 5.369 -3.732 -0.390
H 4.898 -4.964 0.829
H 4.722 -3.223 1.190
Br -0.051 7.409 0.614
C 1.533 6.417 0.838
C 2.696 7.069 1.266
C 3.894 6.359 1.423
C 3.910 4.989 1.217
C 2.758 4.346 0.830
C 1.581 5.056 0.564
I -0.132 3.969 0.012
H 2.638 8.135 1.390
H 4.772 6.927 1.719
H 4.811 4.386 1.350
H 2.761 3.279 0.626
```

Summary:
E_tot: -5491.21460 Ha
energy above the lowest of the compared OMol25 structures with the same formula, charge and spin: 51.1 kJ/mol
max |F|: 2.3 eV/Å
highest occupied orbital energy: -10.54 eV
HOMO-LUMO gap: 7.8 eV
net charge: +1
multiplicity: 1


(2)
Density functional theory data (the ωB97M-V functional and the def2-TZVPD basis) for C23H36I2N3O5PS as an isolated structure.

```
71
Properties=species:S:1:pos:R:3
C 2.525 0.052 4.423
N 1.257 -0.673 4.778
C 0.212 -0.099 3.861
C 0.662 -0.141 2.354
C 0.785 1.125 1.482
P 0.299 2.719 2.319
C -1.522 2.488 2.826
O 0.247 4.038 1.261
C 1.267 1.010 0.081
C 1.453 2.270 -0.820
C 2.429 2.098 -2.054
C 1.703 1.866 -3.445
I 2.505 3.279 -4.928
C 1.551 -0.406 -0.377
N 1.967 -0.795 -1.642
S 2.209 -2.433 -1.760
N 1.771 -2.874 -0.199
C 1.439 -1.701 0.432
C 0.963 -1.488 1.839
C 0.794 -2.797 2.718
C -0.692 -3.076 3.135
O -0.968 -3.048 4.307
I -2.312 -3.516 1.770
H 2.322 1.139 4.170
H 3.096 -0.461 3.601
H 3.176 0.001 5.342
H 1.033 -0.435 5.746
H -0.764 -0.668 3.958
H 0.002 0.936 4.247
H -1.958 1.521 2.466
H -2.134 3.391 2.524
H -1.513 2.515 3.959
H 0.843 4.712 1.640
H 1.924 3.061 -0.161
H 0.463 2.706 -1.152
H 3.206 1.316 -1.826
H 3.002 3.072 -2.143
H 0.599 2.023 -3.342
H 1.942 0.850 -3.866
H 1.127 -3.693 2.105
H 1.507 -2.764 3.592
C -4.928 0.842 -1.298
C -4.500 0.754 0.144
O -3.755 1.578 0.632
C -5.034 -0.397 0.955
H -4.469 1.717 -1.759
H -4.602 -0.050 -1.838
H -6.013 0.943 -1.359
H -4.712 -1.343 0.515
H -6.125 -0.351 0.995
H -4.645 -0.334 1.972
C 5.243 4.417 -8.239
C 4.833 5.751 -7.671
O 4.543 5.875 -6.500
C 4.798 6.925 -8.616
H 5.223 3.666 -7.448
H 4.546 4.117 -9.024
H 6.257 4.478 -8.638
H 4.082 6.736 -9.418
H 5.792 7.097 -9.032
H 4.487 7.817 -8.072
C -4.267 -6.884 3.972
C -4.428 -7.639 2.678
O -5.379 -7.450 1.951
C -3.358 -8.640 2.324
H -5.107 -6.200 4.098
H -4.255 -7.582 4.812
H -3.342 -6.303 3.951
H -3.305 -9.416 3.091
H -2.393 -8.137 2.231
H -3.602 -9.108 1.370
```

Summary:
E_tot: -2773.28051 Ha
max |F|: 3.5 eV/Å
highest occupied orbital energy: -8.03 eV
HOMO-LUMO gap: 7.0 eV
net charge: 0
multiplicity: 1


(3)
Density functional theory data (the ωB97M-V functional and the def2-TZVPD basis) for one molecule with the formula C23H36N2O4.

```
65
Properties=species:S:1:pos:R:3
C 1.959 -7.512 -1.066
C 1.628 -6.181 -1.732
C 0.624 -5.344 -0.940
C 1.177 -4.841 0.391
C 0.190 -3.904 1.085
C 0.630 -3.495 2.492
H -0.133 -2.838 2.920
H 0.688 -4.384 3.125
C 1.992 -2.790 2.521
C 2.071 -1.667 1.502
O 2.857 -1.683 0.567
N 1.205 -0.670 1.732
H 0.527 -0.738 2.483
C 1.017 0.526 0.934
C 0.068 1.434 1.745
N -0.899 0.661 2.499
C -2.038 0.167 1.738
C -3.083 -0.225 2.793
H -4.064 0.159 2.521
H -3.162 -1.307 2.890
C -2.575 0.409 4.099
H -2.146 -0.353 4.750
H -3.360 0.926 4.646
C -1.478 1.363 3.632
H -0.718 1.541 4.394
H -1.911 2.332 3.334
H -1.733 -0.681 1.123
H -2.434 0.949 1.072
H -0.409 2.168 1.080
H 0.673 1.980 2.475
H 1.982 1.039 0.823
C 0.564 0.179 -0.518
C -0.178 1.314 -1.180
C 0.490 2.500 -1.447
C -0.160 3.556 -2.067
C -1.510 3.437 -2.408
C -2.167 2.237 -2.170
C -1.504 1.183 -1.572
H -2.026 0.252 -1.411
H -3.200 2.153 -2.467
O -2.216 4.467 -2.978
C -1.554 5.709 -2.901
C -0.078 5.545 -3.261
H 0.001 5.119 -4.270
O 0.556 4.699 -2.329
H 0.448 6.500 -3.222
H -1.633 6.113 -1.881
H -2.063 6.376 -3.599
H 1.532 2.611 -1.198
O 1.684 -0.105 -1.314
H 2.269 -0.713 -0.815
H -0.100 -0.703 -0.471
H 2.786 -3.499 2.293
H 2.171 -2.382 3.518
H -0.783 -4.398 1.157
H 0.059 -3.011 0.471
H 1.388 -5.686 1.049
H 2.110 -4.309 0.203
H -0.278 -5.936 -0.762
H 0.339 -4.480 -1.546
H 2.546 -5.605 -1.867
H 1.213 -6.378 -2.723
H 2.609 -8.103 -1.706
H 2.468 -7.359 -0.118
H 1.050 -8.082 -0.882
```

Summary:
E_tot: -1308.49647 Ha
SMILES: CCCCCCCC(=O)N[C@H](CN1CCCC1)[C@H](O)c1ccc2c(c1)OCCO2
energy above the lowest of the compared OMol25 structures with the same formula, charge and spin: 4.2 kJ/mol
max |F|: 0.7 eV/Å
highest occupied orbital energy: -8.23 eV
HOMO-LUMO gap: 8.9 eV
net charge: 0
multiplicity: 1


(4)
Density functional theory data (the ωB97M-V functional and the def2-TZVPD basis) for one molecule with the formula C23H36N4O5S2.

```
70
Properties=species:S:1:pos:R:3
C 4.033 -4.273 -3.311
C 2.704 -3.534 -3.227
H 1.884 -4.241 -3.373
C 2.549 -2.840 -1.866
N 1.297 -2.131 -1.631
C 0.144 -3.030 -1.592
H 0.485 -4.016 -1.262
C -0.942 -2.550 -0.624
H -1.164 -1.498 -0.809
C -0.516 -2.730 0.830
N 0.606 -1.867 1.125
C 0.668 -1.145 2.252
O -0.146 -1.205 3.152
C 1.883 -0.209 2.331
N 1.568 0.976 3.105
C 2.064 1.044 4.378
O 2.890 0.267 4.798
C 1.502 2.165 5.221
H 0.438 2.010 5.408
H 2.045 2.223 6.162
S 1.709 3.746 4.358
C 0.794 3.291 2.928
C 0.117 4.273 2.216
C -0.656 3.942 1.118
C -0.762 2.609 0.770
C -0.069 1.627 1.443
C 0.752 1.944 2.523
H -0.193 0.615 1.103
S -1.851 2.060 -0.532
O -1.306 0.872 -1.130
O -2.155 3.168 -1.394
N -3.165 1.585 0.393
C -3.919 0.443 -0.089
H -4.440 0.001 0.765
C -4.923 0.876 -1.160
O -5.777 1.886 -0.670
C -5.043 3.026 -0.276
H -4.507 3.448 -1.137
C -4.026 2.673 0.816
H -4.546 2.351 1.724
H -3.397 3.532 1.044
H -5.775 3.745 0.095
H -4.370 1.242 -2.039
H -5.569 0.046 -1.451
H -3.205 -0.272 -0.497
H -1.171 4.691 0.539
H 0.208 5.298 2.539
H 2.229 0.081 1.338
H 2.684 -0.724 2.870
H 1.224 -1.724 0.327
H -1.325 -2.472 1.519
H -0.233 -3.775 1.011
H -1.849 -3.130 -0.800
H -0.298 -3.148 -2.593
C 1.033 -1.029 -2.557
H 0.140 -0.514 -2.196
C 2.145 0.012 -2.678
C 2.462 0.688 -1.352
H 1.547 1.079 -0.912
H 2.918 -0.022 -0.666
H 3.156 1.513 -1.499
H 3.051 -0.430 -3.098
H 1.793 0.766 -3.384
H 0.808 -1.416 -3.566
H 2.646 -3.590 -1.075
H 3.368 -2.129 -1.737
H 2.653 -2.792 -4.026
H 4.139 -4.760 -4.277
H 4.098 -5.033 -2.535
H 4.863 -3.582 -3.182
```

Summary:
E_tot: -2289.64309 Ha
SMILES: CCCN(CCC)CCCNC(=O)CN1C(=O)CSc2ccc(S(=O)(=O)N3CCOCC3)cc21
max |F|: 1.0 eV/Å
highest occupied orbital energy: -8.61 eV
HOMO-LUMO gap: 9.0 eV
net charge: 0
multiplicity: 1


(5)
Density functional theory data (the ωB97M-V functional and the def2-TZVPD basis) for C23H36N9O2Ru as an isolated structure.

```
71
Properties=species:S:1:pos:R:3
Ru -0.008 0.975 -0.093
O 0.719 2.068 1.651
C 1.364 3.367 1.512
C 0.343 4.469 1.327
C -0.629 4.115 0.196
C 0.084 3.837 -1.098
C 0.481 4.876 -1.922
C 1.097 4.608 -3.132
C 1.273 3.286 -3.512
C 0.869 2.295 -2.648
N 0.324 2.551 -1.444
H 0.042 2.098 2.341
H 1.985 3.258 0.623
H 2.019 3.534 2.366
H 0.894 5.388 1.114
H -0.222 4.648 2.245
H -1.374 4.897 0.054
H -1.192 3.221 0.484
H 0.277 5.893 -1.616
H 1.405 5.416 -3.781
H 1.705 3.022 -4.466
H 0.946 1.256 -2.918
C -0.626 -2.439 0.510
N -1.875 -1.994 1.094
C -2.794 -3.100 1.425
C -4.222 -2.613 1.465
C -4.287 -1.443 2.419
N -3.302 -0.425 2.031
C -3.633 0.936 2.439
C -2.139 -0.734 1.454
O -1.321 0.261 1.248
H -0.839 -3.038 -0.376
H -0.072 -3.054 1.224
H -0.017 -1.600 0.213
H -2.498 -3.532 2.385
H -2.659 -3.863 0.661
H -4.878 -3.413 1.804
H -4.547 -2.311 0.468
H -4.093 -1.759 3.448
H -5.266 -0.968 2.399
H -4.608 1.199 2.030
H -2.898 1.640 2.070
H -3.682 0.999 3.527
C 2.237 -0.807 -2.468
N 2.456 -1.563 -1.242
C 2.524 -3.024 -1.406
C 2.406 -0.992 -0.042
N 1.756 0.174 0.214
N 3.051 -1.585 0.982
C 4.354 -2.234 0.792
C 2.732 -1.269 2.369
H 2.644 -1.383 -3.295
H 2.771 0.140 -2.405
H 1.181 -0.645 -2.664
H 1.756 -3.317 -2.121
H 2.343 -3.515 -0.454
H 3.494 -3.332 -1.794
H 2.089 0.576 1.082
H 4.678 -2.139 -0.239
H 4.311 -3.288 1.064
H 5.084 -1.734 1.430
H 3.296 -0.404 2.732
H 3.003 -2.125 2.984
H 1.665 -1.090 2.488
N -1.074 0.029 -1.523
C -1.386 -0.927 -2.120
C -1.770 -2.040 -2.813
C -3.065 -2.585 -2.613
N -4.102 -3.044 -2.417
C -0.750 -2.646 -3.591
N 0.170 -3.060 -4.149
```

Summary:
E_tot: -1635.65126 Ha
energy above the lowest of the compared OMol25 structures with the same formula, charge and spin: 63.1 kJ/mol
max |F|: 1.1 eV/Å
highest occupied orbital energy (spin up / spin down): -13.34 / -13.33 eV
HOMO-LUMO gap (spin up / spin down): 6.1 / 5.8 eV
net charge: +2
multiplicity: 2


(6)
Density functional theory data (the ωB97M-V functional and the def2-TZVPD basis) for C23H36N9O7S3 as an isolated structure.

```
78
Properties=species:S:1:pos:R:3
C 6.018 -0.287 0.577
C 5.294 1.035 -0.075
O 5.698 2.238 0.151
O 4.104 0.781 -0.909
C 3.189 1.915 -0.842
O 2.877 2.471 -1.971
C 2.558 2.518 0.528
S 1.211 3.792 0.250
O 0.721 4.287 1.600
O 1.919 4.992 -0.421
N -0.019 3.292 -0.848
S -1.375 2.586 -0.044
O -2.404 2.247 -1.165
O -2.112 3.540 0.914
C -0.986 0.921 0.757
C -0.527 -0.124 -0.406
C 0.093 -1.513 0.152
S -0.979 -2.420 1.380
H 6.351 -0.077 1.670
H 6.902 -0.655 -0.073
H 5.202 -1.127 0.554
H 3.434 3.098 1.048
H 2.255 1.690 1.300
H -1.985 0.487 1.192
H -0.237 1.013 1.633
H 0.272 0.365 -1.109
H -1.470 -0.404 -1.034
H 1.112 -1.265 0.656
H 0.244 -2.240 -0.749
H -1.083 -1.690 2.562
C -2.659 0.238 -5.090
C -2.553 0.802 -3.737
N -2.469 1.252 -2.667
H -1.801 -0.395 -5.332
H -3.557 -0.378 -5.201
H -2.708 1.020 -5.851
C -3.614 -2.771 4.993
C -2.148 -2.721 4.977
N -0.992 -2.682 4.964
H -4.040 -1.921 5.532
H -4.030 -2.754 3.982
H -3.982 -3.680 5.479
C -2.660 3.508 -8.367
C -2.075 2.194 -8.074
N -1.615 1.160 -7.843
H -2.531 3.781 -9.419
H -3.732 3.528 -8.157
H -2.197 4.298 -7.769
C 0.787 -4.944 7.363
C 1.910 -5.813 6.993
N 2.794 -6.497 6.702
H 0.533 -4.248 6.558
H -0.114 -5.522 7.587
H 1.016 -4.345 8.249
C 4.313 -3.392 9.807
C 2.859 -3.186 9.821
N 1.716 -3.025 9.833
H 4.731 -3.382 10.817
H 4.579 -4.352 9.355
H 4.825 -2.613 9.236
C 5.977 1.135 -4.353
C 6.553 -0.179 -4.037
N 7.005 -1.212 -3.788
H 6.118 1.392 -5.407
H 4.902 1.163 -4.154
H 6.437 1.931 -3.760
C -6.696 0.345 5.811
C -5.618 0.183 4.827
N -4.771 0.056 4.054
H -7.678 0.158 5.367
H -6.583 -0.347 6.650
H -6.715 1.357 6.225
C -4.175 1.139 -11.707
C -4.634 2.444 -11.217
N -4.996 3.470 -10.830
H -4.919 0.357 -11.530
H -3.976 1.160 -12.783
H -3.251 0.825 -11.213
```

Summary:
E_tot: -3111.71832 Ha
energy above the lowest of the compared OMol25 structures with the same formula, charge and spin: 0.0 kJ/mol
max |F|: 10.8 eV/Å
highest occupied orbital energy: -3.89 eV
HOMO-LUMO gap: 5.7 eV
net charge: -1
multiplicity: 1


> Which formula does entry 2 have?

C23H36I2N3O5PS